Entry 1:
Formula: C4H4MgO3
Source: OMol25
Level of theory: ωB97M-V/def2-TZVPD

Structure (XYZ):
```
12
Properties=species:S:1:pos:R:3
O 1.948 0.152 0.792
C 0.884 -0.259 1.422
O 0.024 0.821 1.136
O 0.462 -1.373 1.587
Mg 1.633 2.071 1.228
C -0.733 0.025 -1.078
C -0.131 -0.857 -1.844
C -1.217 0.470 0.219
H 0.749 -1.403 -1.477
H -0.104 -0.743 -2.931
H -1.785 1.406 0.156
H -1.729 -0.311 0.791
```

Summary:
spin multiplicity = 2
highest occupied orbital energy (spin up / spin down) = -12.0 / -13.8 eV
<S²> = 0.764
charge = +1
gap between HOMO and LUMO (spin up / spin down) = 0.16543 / 0.22920 hartree

Entry 2:
Formula: C4H4N2
Source: OMol25
Level of theory: ωB97M-V/def2-TZVPD

Structure (XYZ):
```
10
Properties=species:S:1:pos:R:3
C 1.147 -0.235 -0.339
C -0.313 -0.087 -0.103
C -1.500 0.204 0.182
N -2.913 0.660 0.396
C -3.914 -0.051 -0.109
N -4.866 -0.632 -0.378
H 1.569 -0.922 -0.924
H 1.284 0.792 -0.598
H 1.698 -0.314 0.623
H -3.041 1.621 0.078
```

Summary:
highest occupied orbital energy = -9.6 eV
charge = 0
gap between HOMO and LUMO = 0.37292 hartree

Entry 3:
Formula: C4H4N2
Source: OMol25
Level of theory: ωB97M-V/def2-TZVPD

Structure (XYZ):
```
10
Properties=species:S:1:pos:R:3
N -0.955 -1.175 -0.005
C -0.379 0.090 0.342
C 1.084 0.026 0.193
C 2.275 -0.052 0.076
C -1.148 2.318 -0.795
N -0.868 1.249 -0.389
H -0.765 -1.424 -0.968
H -1.952 -1.192 0.179
H -0.630 0.294 1.388
H 3.337 -0.135 -0.021
```

Summary:
highest occupied orbital energy = -10.6 eV
charge = 0
gap between HOMO and LUMO = 0.41559 hartree

Entry 4:
Formula: C4H4N2
Source: OMol25
Level of theory: ωB97M-V/def2-TZVPD

Structure (XYZ):
```
10
Properties=species:S:1:pos:R:3
C 1.512 1.141 0.045
C 2.086 0.123 -0.237
H 1.039 2.063 0.307
H 2.609 -0.779 -0.467
C -2.091 0.031 0.215
C -1.571 1.063 -0.115
H -2.554 -0.888 0.504
H -1.132 1.987 -0.413
N 0.561 -2.355 -0.125
N -0.460 -2.387 0.286
```

Summary:
highest occupied orbital energy = -10.3 eV
charge = 0
gap between HOMO and LUMO = 0.42554 hartree

Entry 5:
Formula: C4H4N2
Source: OMol25
Level of theory: ωB97M-V/def2-TZVPD

Structure (XYZ):
```
10
Properties=species:S:1:pos:R:3
C -0.493 -0.396 1.254
C -1.847 -0.161 0.989
C 0.356 -0.282 0.401
C 1.714 -0.058 0.154
N -1.998 0.077 -0.145
N -1.669 0.628 -1.140
H -2.246 0.186 -1.963
H 1.996 0.678 -0.611
H 2.137 -1.104 -0.103
H 2.051 0.430 1.163
```

Summary:
highest occupied orbital energy = -8.7 eV
charge = 0
gap between HOMO and LUMO = 0.31379 hartree

Entry 6:
Formula: C4H4N2
Source: OMol25
Level of theory: ωB97M-V/def2-TZVPD

Structure (XYZ):
```
10
Properties=species:S:1:pos:R:3
C 1.193 -0.445 0.361
C 0.651 -0.618 -0.923
N -0.533 -0.092 -1.339
C -1.238 0.511 -0.342
C -0.692 0.625 0.975
N 0.507 0.154 1.375
H 2.177 -0.858 0.635
H 1.278 -1.159 -1.614
H -2.168 1.006 -0.651
H -1.286 1.181 1.686
```

Summary:
highest occupied orbital energy = -9.9 eV
charge = 0
gap between HOMO and LUMO = 0.37236 hartree

Entry 7:
Formula: C4H4N2O
Source: OMol25
Level of theory: ωB97M-V/def2-TZVPD

Structure (XYZ):
```
11
Properties=species:S:1:pos:R:3
H -2.063 1.294 -0.058
N -1.299 0.623 -0.114
C -0.181 1.232 -0.017
C 1.171 0.696 -0.030
C 1.746 -0.507 -0.100
O 2.494 -1.389 -0.167
H -0.149 2.323 0.086
H 1.965 1.437 0.022
C -1.250 -1.868 0.120
N -0.136 -2.156 0.201
H -2.298 -1.685 0.058
```

Summary:
highest occupied orbital energy = -9.1 eV
charge = 0
gap between HOMO and LUMO = 0.35708 hartree

Entry 8:
Formula: C4H4N2O
Source: OMol25
Level of theory: ωB97M-V/def2-TZVPD

Structure (XYZ):
```
11
Properties=species:S:1:pos:R:3
C 1.163 -0.240 0.997
C 0.079 -0.034 0.066
C -1.314 0.730 -1.044
C -0.942 -0.751 -0.767
N 1.732 0.858 1.217
N -0.198 1.188 -0.256
O -2.209 1.288 -1.584
H 1.397 -1.227 1.408
H -0.539 -1.273 -1.633
H -1.685 -1.373 -0.271
H 2.516 0.833 1.869
```

Summary:
highest occupied orbital energy = -9.6 eV
charge = 0
gap between HOMO and LUMO = 0.32852 hartree

Entry 9:
Formula: C4H4N2O
Source: OMol25
Level of theory: ωB97M-V/def2-TZVPD

Structure (XYZ):
```
11
Properties=species:S:1:pos:R:3
C -0.149 0.834 1.267
C -0.044 0.752 -0.080
C 0.293 -1.046 -0.907
C -0.723 0.105 -1.245
N 0.869 -0.040 1.537
N 1.053 -0.187 0.005
O 0.293 -2.240 -1.054
H -0.845 1.434 1.852
H -1.714 -0.284 -1.107
H -0.758 0.445 -2.184
H 1.726 0.227 1.916
```

Summary:
highest occupied orbital energy = -8.9 eV
charge = 0
gap between HOMO and LUMO = 0.34486 hartree

Entry 10:
Formula: C4H4N2O
Source: OMol25
Level of theory: ωB97M-V/def2-TZVPD

Structure (XYZ):
```
11
Properties=species:S:1:pos:R:3
N 0.168 -0.091 2.944
C -0.060 0.359 1.903
C -0.413 0.946 0.593
O 0.597 0.841 -0.379
C 0.798 -0.429 -0.954
C -0.458 -1.115 -1.328
N -1.444 -1.656 -1.594
H -0.589 2.016 0.724
H -1.347 0.479 0.253
H 1.379 -0.252 -1.863
H 1.370 -1.098 -0.298
```

Summary:
highest occupied orbital energy = -11.8 eV
charge = 0
gap between HOMO and LUMO = 0.45335 hartree

Entry 11:
Formula: C4H4N2O
Source: OMol25
Level of theory: ωB97M-V/def2-TZVPD

Structure (XYZ):
```
11
Properties=species:S:1:pos:R:3
O -1.956 -1.328 1.298
C -1.150 -0.704 0.641
C 0.202 -0.484 1.103
C 1.114 0.160 0.371
N 0.750 0.701 -0.874
C -0.561 0.502 -1.275
N -1.462 -0.140 -0.624
H 0.500 -0.835 2.098
H 2.017 -0.048 0.984
H 1.367 1.235 -1.478
H -0.822 0.941 -2.245
```

Summary:
highest occupied orbital energy = -9.4 eV
charge = 0
gap between HOMO and LUMO = 0.35996 hartree

Entry 12:
Formula: C4H4N2O
Source: OMol25
Level of theory: ωB97M-V/def2-TZVPD

Structure (XYZ):
```
11
Properties=species:S:1:pos:R:3
O -3.042 -0.714 -0.382
C -1.912 -0.413 -0.438
C -0.638 -0.100 -0.594
C -0.076 1.260 -0.471
N 1.023 1.266 0.174
C 1.251 -0.109 0.618
N 0.490 -0.943 -0.322
H -0.524 2.163 -0.880
H 0.860 -0.182 1.650
H 2.311 -0.367 0.613
H 0.256 -1.863 0.033
```

Summary:
highest occupied orbital energy = -8.2 eV
charge = 0
gap between HOMO and LUMO = 0.31562 hartree

Entry 13:
Formula: C4H4N2O
Source: OMol25
Level of theory: ωB97M-V/def2-TZVPD

Structure (XYZ):
```
11
Properties=species:S:1:pos:R:3
C -2.605 0.843 0.064
C -1.288 0.199 -0.026
C 2.648 -0.168 0.003
C 1.333 -0.417 -0.020
N -3.114 -0.327 -0.034
N -1.716 -0.991 -0.123
O 0.496 0.581 0.126
H -3.052 1.809 0.134
H 3.368 -0.955 -0.098
H 3.006 0.840 0.129
H 0.924 -1.415 -0.153
```

Summary:
highest occupied orbital energy = -8.6 eV
charge = 0
gap between HOMO and LUMO = 0.25996 hartree

Entry 14:
Formula: C4H4N2O
Source: OMol25
Level of theory: ωB97M-V/def2-TZVPD

Structure (XYZ):
```
11
Properties=species:S:1:pos:R:3
O -2.480 -1.278 0.079
C -1.865 -0.236 0.050
C -0.417 -0.039 0.087
C 0.165 1.196 -0.067
N 1.519 1.109 -0.158
C 1.771 -0.177 -0.055
N 0.650 -0.925 0.100
H -2.386 0.744 -0.048
H -0.365 2.138 -0.126
H 2.764 -0.607 -0.107
H 0.643 -1.925 0.244
```

Summary:
highest occupied orbital energy = -9.6 eV
charge = 0
gap between HOMO and LUMO = 0.36582 hartree

Entry 15:
Formula: C4H4N2O
Source: OMol25
Level of theory: ωB97M-V/def2-TZVPD

Structure (XYZ):
```
11
Properties=species:S:1:pos:R:3
H -2.845 0.568 -0.317
N -2.221 -0.277 -0.034
C -0.987 -0.176 -0.059
C 0.047 -1.323 0.148
C 1.263 -0.610 -0.091
N 1.196 0.633 -0.168
C -0.059 1.100 -0.062
O -0.362 2.179 0.097
H -0.198 -2.434 0.132
H 2.222 -1.028 0.008
H 1.946 1.367 0.347
```

Summary:
highest occupied orbital energy = -8.6 eV
charge = 0
gap between HOMO and LUMO = 0.31694 hartree

Entry 16:
Formula: C4H4N2O
Source: OMol25
Level of theory: ωB97M-V/def2-TZVPD

Structure (XYZ):
```
11
Properties=species:S:1:pos:R:3
N -0.530 -1.197 2.199
C -0.388 -0.298 1.402
C -0.377 0.828 0.676
C -0.078 0.984 -0.717
C 0.371 0.113 -1.661
N 0.607 -1.255 -1.521
O 0.071 -1.769 -0.544
H 0.290 -1.656 2.585
H -0.512 1.737 1.261
H -0.131 2.020 -1.051
H 0.676 0.491 -2.629
```

Summary:
highest occupied orbital energy (spin up / spin down) = -8.8 / -8.8 eV
charge = 0
gap between HOMO and LUMO (spin up / spin down) = 0.29790 / 0.29776 hartree

Entry 17:
Formula: C4H4N2O
Source: OMol25
Level of theory: ωB97M-V/def2-TZVPD

Structure (XYZ):
```
11
Properties=species:S:1:pos:R:3
C 1.075 1.631 0.075
C 2.055 0.467 -0.070
C 0.093 -0.350 0.039
C -0.956 -1.389 0.026
N 1.388 -0.615 0.087
N -0.133 0.997 -0.203
O 1.332 2.777 0.065
H -1.496 -1.330 0.906
H -1.762 -1.328 -0.674
H -0.433 -2.266 -0.037
H -1.164 1.406 -0.214
```

Summary:
highest occupied orbital energy (spin up / spin down) = -8.0 / -8.8 eV
charge = 0
gap between HOMO and LUMO (spin up / spin down) = 0.25593 / 0.28038 hartree

Entry 18:
Formula: C4H4N2O
Source: OMol25
Level of theory: ωB97M-V/def2-TZVPD

Structure (XYZ):
```
11
Properties=species:S:1:pos:R:3
O 2.333 -1.336 -0.093
C 1.249 -0.791 -0.026
C 1.084 0.664 0.003
C -0.144 1.207 0.005
N -1.277 0.425 0.002
C -1.118 -0.950 0.035
N 0.024 -1.545 0.028
H 1.962 1.299 0.005
H -0.295 2.280 0.008
H -2.175 0.895 0.013
H -2.055 -1.528 0.085
```

Summary:
highest occupied orbital energy = -9.3 eV
charge = 0
gap between HOMO and LUMO = 0.35589 hartree

Entry 19:
Formula: C4H4N2O
Source: OMol25
Level of theory: ωB97M-V/def2-TZVPD

Structure (XYZ):
```
11
Properties=species:S:1:pos:R:3
O 0.310 -2.461 1.448
C 0.670 -1.366 1.281
N 0.120 -0.407 0.445
C -0.725 -0.436 -0.622
C -0.666 0.806 -1.210
C 0.210 1.501 -0.389
N 0.792 0.802 0.508
H 1.518 -0.843 1.845
H -1.459 -1.274 -0.747
H -1.313 1.159 -2.019
H 0.543 2.518 -0.540
```

Summary:
highest occupied orbital energy = -10.1 eV
charge = 0
gap between HOMO and LUMO = 0.39384 hartree

Entry 20:
Formula: C4H4N2O
Source: OMol25
Level of theory: ωB97M-V/def2-TZVPD

Structure (XYZ):
```
11
Properties=species:S:1:pos:R:3
H 0.268 -2.155 -2.114
N 0.826 -2.044 -1.193
C 0.536 -0.931 -0.692
N -0.593 -0.139 -1.172
C -0.956 0.875 -0.438
C -0.358 1.141 0.785
C 0.603 0.357 1.238
O 1.213 -0.543 0.444
H -1.790 1.376 -0.845
H -0.649 1.824 1.573
H 0.899 0.239 2.414
```

Summary:
highest occupied orbital energy = -9.2 eV
charge = 0
gap between HOMO and LUMO = 0.33392 hartree